This record from the OMol25 dataset describes a 13-piece molecular cluster, C72H138N9O19 overall at a distorted geometry. The level of theory is ωB97M-V with the def2-TZVPD basis set.

Its spin multiplicity is 1. The calculation puts the gap between HOMO and LUMO at 6.7 eV. The LUMO energy is -0.2146 Ha. The energy is -129186.0368 eV. As for the net charge: +3. The value obtained for the HOMO energy is -12.5 eV.

CARTESIAN COORDINATES (ANGSTROEM)
C: 3.929 5.695 -3.796
N: 2.912 5.697 -2.663
C: 2.221 6.839 -2.434
C: 1.330 6.932 -1.426
C: 1.257 5.888 -0.467
C: 1.993 4.755 -0.703
C: 2.825 4.656 -1.815
C: 0.231 6.010 0.635
C: -1.060 6.469 0.329
C: -1.814 6.892 1.369
N: -1.472 6.722 2.675
C: -0.321 6.109 2.947
C: 0.627 5.864 1.957
C: -2.449 6.990 3.777
H: 4.787 5.173 -3.436
H: 4.124 6.741 -4.066
H: 3.487 5.228 -4.658
H: 2.565 7.688 -2.973
H: 0.633 7.767 -1.367
H: 1.998 3.874 -0.072
H: 3.479 3.839 -1.887
H: -1.489 6.679 -0.651
H: -2.796 7.293 1.212
H: -0.172 5.881 3.974
H: 1.602 5.401 2.160
H: -2.252 6.254 4.572
H: -3.468 6.849 3.428
H: -2.415 7.984 4.178
C: -1.380 -5.211 -3.368
N: -0.589 -4.065 -3.922
C: 0.767 -4.185 -4.206
C: 1.415 -3.192 -4.849
C: 0.735 -2.026 -5.233
C: -0.633 -1.921 -4.886
C: -1.324 -2.975 -4.195
C: 1.502 -0.885 -5.636
C: 2.367 -0.858 -6.691
C: 2.978 0.333 -6.977
N: 2.707 1.479 -6.310
C: 2.031 1.366 -5.158
C: 1.434 0.244 -4.807
C: 3.460 2.716 -6.537
H: -0.871 -6.044 -2.992
H: -1.956 -5.581 -4.246
H: -2.013 -4.868 -2.593
H: 1.344 -5.040 -3.897
H: 2.451 -3.294 -4.882
H: -1.159 -0.992 -5.106
H: -2.349 -2.818 -3.916
H: 2.646 -1.763 -7.257
H: 3.791 0.388 -7.653
H: 1.897 2.249 -4.517
H: 0.803 0.314 -3.917
H: 4.257 2.483 -7.184
H: 3.835 3.104 -5.603
H: 2.839 3.482 -6.991
C: 7.204 3.128 3.979
C: 6.973 2.838 5.434
N: 7.063 3.927 6.432
C: 8.462 4.221 6.606
C: 6.467 5.158 5.876
C: 4.996 5.035 5.592
C: 6.441 3.343 7.702
C: 6.649 4.143 9.058
O: 6.223 5.501 8.890
C: 6.820 6.289 9.892
H: 6.593 3.969 3.499
H: 6.932 2.271 3.398
H: 8.232 3.301 3.660
H: 7.699 2.023 5.695
H: 6.003 2.348 5.449
H: 9.003 3.321 6.883
H: 8.678 5.061 7.245
H: 8.880 4.376 5.610
H: 6.965 5.445 4.975
H: 6.650 5.905 6.640
H: 4.730 5.672 4.784
H: 4.416 5.364 6.435
H: 4.770 3.995 5.288
H: 7.043 2.418 7.850
H: 5.408 3.147 7.495
H: 7.741 4.194 9.449
H: 6.089 3.703 9.836
H: 6.472 6.049 10.851
H: 6.513 7.338 9.690
H: 7.923 6.151 9.743
C: -8.218 -6.410 -1.172
C: -8.609 -7.749 -1.761
N: -8.013 -7.922 -3.235
C: -6.567 -7.873 -3.046
C: -8.273 -9.319 -3.723
C: -9.691 -9.823 -3.580
C: -8.626 -6.841 -4.108
C: -7.795 -5.733 -4.622
O: -6.963 -6.329 -5.541
C: -6.412 -5.380 -6.483
H: -8.251 -5.634 -1.940
H: -7.210 -6.304 -0.838
H: -8.806 -6.251 -0.282
H: -9.701 -7.807 -1.860
H: -8.248 -8.495 -1.133
H: -6.306 -7.011 -2.443
H: -6.061 -7.989 -3.980
H: -6.265 -8.612 -2.397
H: -7.667 -10.036 -3.213
H: -8.078 -9.381 -4.736
H: -10.019 -9.989 -2.581
H: -9.615 -10.794 -4.024
H: -10.472 -9.260 -4.109
H: -9.391 -6.377 -3.497
H: -8.967 -7.439 -4.963
H: -7.185 -5.256 -3.838
H: -8.502 -4.997 -4.947
H: -5.850 -4.618 -5.891
H: -7.234 -4.998 -7.109
H: -5.669 -5.894 -7.109
C: -6.172 1.040 0.918
C: -4.794 1.224 0.442
N: -4.708 1.503 -1.032
C: -5.566 2.718 -1.358
C: -3.256 1.794 -1.351
C: -2.622 3.008 -0.618
C: -4.999 0.382 -1.937
C: -6.199 -0.540 -1.760
O: -6.084 -1.333 -0.589
C: -6.880 -2.496 -0.707
H: -6.267 0.896 1.980
H: -6.644 0.193 0.433
H: -6.898 1.818 0.697
H: -4.228 0.388 0.574
H: -4.290 2.012 0.959
H: -5.699 3.195 -0.388
H: -6.568 2.330 -1.625
H: -5.142 3.287 -2.119
H: -3.330 1.835 -2.476
H: -2.726 0.840 -1.171
H: -2.267 2.711 0.364
H: -3.425 3.771 -0.617
H: -1.744 3.430 -1.202
H: -4.086 -0.242 -2.020
H: -5.106 0.781 -2.957
H: -6.233 -1.171 -2.639
H: -7.135 0.070 -1.744
H: -7.915 -2.108 -0.881
H: -6.938 -3.081 0.190
H: -6.593 -3.038 -1.597
C: 2.994 1.036 1.425
O: 2.178 1.705 0.456
C: 2.267 1.247 -0.887
C: 1.975 -0.244 -1.159
N: 0.576 -0.648 -0.890
H: 0.100 -0.067 -1.570
H: 0.563 -1.649 -1.180
C: 0.039 -0.439 0.484
C: -1.158 -1.355 0.722
O: -2.078 -1.169 -0.296
C: -3.008 -2.258 -0.412
H: 3.933 0.754 0.980
H: 2.601 0.111 1.816
H: 3.372 1.714 2.243
H: 3.237 1.465 -1.338
H: 1.512 1.818 -1.517
H: 2.604 -0.987 -0.647
H: 2.125 -0.291 -2.242
H: -0.216 0.597 0.490
H: 0.836 -0.689 1.211
H: -1.614 -1.230 1.738
H: -0.674 -2.324 0.654
H: -3.929 -2.030 0.193
H: -2.557 -3.183 0.035
H: -3.322 -2.340 -1.416
C: 7.873 -0.412 2.706
O: 6.515 -0.558 2.954
C: 6.120 -1.834 2.505
C: 4.617 -1.794 2.326
N: 3.915 -2.243 3.517
H: 4.386 -3.115 3.823
H: 4.243 -0.781 4.521
C: 2.489 -2.702 3.234
C: 1.913 -3.379 4.447
O: 2.234 -4.713 4.466
C: 1.905 -5.249 5.740
H: 8.030 -0.485 1.615
H: 8.423 -1.258 3.200
H: 8.236 0.466 3.180
H: 6.444 -2.659 3.212
H: 6.602 -2.107 1.551
H: 4.308 -2.364 1.452
H: 4.358 -0.757 2.115
H: 2.307 -3.395 2.403
H: 1.951 -1.749 3.025
H: 0.801 -3.224 4.471
H: 2.340 -2.790 5.332
H: 0.794 -5.224 5.851
H: 2.316 -4.669 6.603
H: 2.301 -6.282 5.850
C: -1.546 3.066 -4.070
C: -0.394 2.694 -3.142
O: 0.328 3.685 -2.768
O: -0.169 1.474 -2.905
H: -1.133 3.693 -4.824
H: -2.244 3.683 -3.478
H: -2.078 2.142 -4.401
C: 2.005 -5.085 0.160
C: 1.524 -3.696 -0.211
O: 1.961 -2.758 0.428
O: 0.703 -3.564 -1.221
H: 1.428 -5.878 -0.291
H: 2.179 -5.258 1.242
H: 3.001 -5.143 -0.140
C: -2.616 2.290 3.302
C: -2.345 3.699 2.704
O: -1.150 4.059 2.863
O: -3.274 4.353 2.271
H: -2.238 1.362 2.786
H: -3.786 2.154 3.415
H: -2.185 2.190 4.298
C: 6.449 0.948 -3.013
C: 5.064 1.515 -3.352
O: 4.946 2.769 -3.417
O: 4.105 0.717 -3.560
H: 6.914 1.775 -2.504
H: 7.095 0.592 -3.904
H: 6.407 0.091 -2.371
C: -4.575 -1.543 -5.742
C: -4.484 -1.989 -4.349
O: -5.125 -3.010 -3.989
O: -3.741 -1.330 -3.628
H: -4.634 -2.415 -6.416
H: -3.769 -0.920 -6.134
H: -5.535 -1.073 -5.815
C: 2.895 -0.516 6.674
C: 3.758 0.508 5.901
O: 4.446 0.088 4.841
O: 3.937 1.702 6.260
H: 2.602 0.072 7.586
H: 3.368 -1.468 6.973
H: 1.987 -0.880 6.138

These are the Löwdin partial charges, in e, on atoms 1 to 99: 0.06 -0.03 -0.02 0.04 -0.11 0.04 0.02 -0.12 0.02 -0.02 -0.06 -0.05 0.04 0.04 0.08 0.10 0.08 0.13 0.13 0.12 0.11 0.14 0.14 0.14 0.14 0.11 0.10 0.09 0.04 -0.05 0.01 0.03 -0.12 0.10 0.05 -0.14 0.04 0.02 -0.03 -0.02 0.02 0.04 0.08 0.12 0.08 0.15 0.12 0.13 0.10 0.15 0.14 0.16 0.10 0.09 0.07 0.11 -0.06 -0.20 -0.28 -0.01 -0.18 -0.03 -0.01 -0.15 -0.22 -0.09 0.11 0.06 0.09 0.16 0.10 0.12 0.12 0.12 0.12 0.13 0.08 0.09 0.08 0.15 0.11 0.14 0.11 0.08 0.11 0.10 -0.06 -0.10 -0.21 -0.01 -0.17 -0.05 -0.07 -0.25 -0.19 -0.04 0.07 0.07 0.10

=====

This record from the OMol25 dataset describes a 2-piece molecular cluster, C2H11N2 overall at a distorted geometry. The level of theory is ωB97M-V with the def2-TZVPD basis set.

Its spin multiplicity is 1. The calculation puts the gap between HOMO and LUMO at 12.4 eV. The LUMO energy is -0.1176 Ha. The energy is -5225.0888 eV. As for the net charge: +1. As for the energy relative to the best compared isomer or geometry (same formula, charge and spin): 1.857 eV. The value obtained for the HOMO energy is -15.6 eV.

CARTESIAN COORDINATES (ANGSTROEM)
N: 2.073 -0.153 0.937
H: 2.611 0.667 0.514
H: 0.446 -0.394 0.523
H: 2.472 -0.285 1.797
H: 2.325 -1.043 0.427
C: -0.570 -0.699 -1.276
N: -0.594 -0.276 0.183
C: -1.363 1.125 0.185
H: 0.213 -0.031 -1.634
H: -1.591 -0.655 -1.720
H: -0.168 -1.808 -1.261
H: -1.368 -0.896 0.739
H: -2.156 1.129 0.880
H: -0.747 1.921 0.656
H: -1.582 1.397 -0.950

Per-atom Löwdin charges, elementary charge units: 0.04 0.11 0.08 0.01 0.09 -0.07 -0.10 0.00 0.09 0.11 0.14 0.22 0.06 0.09 0.14

=====

This record from the OMol25 dataset describes a 2-piece molecular cluster, C4H10O2 overall at a distorted geometry. The level of theory is ωB97M-V with the def2-TZVPD basis set.

Its spin multiplicity is 2. Its expectation value of S² is 0.7535. The calculation puts the gap between HOMO and LUMO (alpha / beta) at 10.7 / 7.2 eV. The LUMO energy (alpha / beta) is -0.1586 / -0.2873 Ha. The energy is -8395.8859 eV. As for the net charge: +1. As for the energy relative to the best compared isomer or geometry (same formula, charge and spin): 1.026 eV. The value obtained for the HOMO energy (alpha / beta) is -15.0 / -15.0 eV.

CARTESIAN COORDINATES (ANGSTROEM)
C: 1.365 -1.380 0.566
C: 1.023 0.064 0.584
C: -0.222 0.644 0.449
O: -1.266 -0.133 0.567
C: -0.347 2.048 0.006
H: 2.041 -1.627 -0.256
H: 0.561 -2.121 0.525
H: 1.968 -1.623 1.441
H: 1.923 0.647 0.720
H: -2.082 0.354 0.749
H: -0.358 2.736 0.859
H: -1.266 2.115 -0.591
H: 0.424 2.462 -0.635
H: -0.721 -1.800 -1.193
H: -1.635 -0.734 -1.967
O: -1.409 -1.652 -1.823

Per-atom Löwdin charges, elementary charge units: -0.02 0.08 -0.29 0.18 0.03 0.12 0.09 0.11 0.15 0.17 0.13 0.12 0.11 -0.01 0.03 -0.01

=====

This record from the OMol25 dataset describes a 2-piece molecular cluster, C4H6O2S2 overall at a distorted geometry. The level of theory is ωB97M-V with the def2-TZVPD basis set.

Its spin multiplicity is 1. The calculation puts the gap between HOMO and LUMO at 8.5 eV. The LUMO energy is -0.0081 Ha. The energy is -30006.8572 eV. As for the energy relative to the best compared isomer or geometry (same formula, charge and spin): 4.524 eV. The value obtained for the HOMO energy is -8.7 eV.

CARTESIAN COORDINATES (ANGSTROEM)
C: 1.985 -0.615 -0.268
C: 0.985 -0.918 0.532
C: -2.977 1.091 -0.096
C: -2.307 2.177 -0.325
O: -1.360 -1.972 1.263
O: -0.324 -2.498 -1.101
S: -3.806 -0.224 -0.111
S: -0.818 -1.311 0.045
H: 2.975 -0.646 0.063
H: 1.853 -0.514 -1.310
H: 1.185 -1.251 1.491
H: -2.581 2.951 -1.089
H: -1.102 -3.028 -1.310
H: -1.597 2.495 0.448

Per-atom Löwdin charges, elementary charge units: -0.01 -0.24 -0.79 -0.09 -0.51 -0.32 0.77 0.86 0.05 0.05 0.04 0.09 0.04 0.07

=====

> The highest spin multiplicity belongs to which entry?

C4H10O2